[1]
{"formula": "C36H96O12", "method": "ωB97M-V/def2-TZVPD", "orbital_gap_ha": 0.3301, "smiles": "CC(C)O.CC(C)O.CC(C)O.CC(C)O.CC(C)O.CC(C)O.CC(C)O.CC(C)O.CC(C)O.CC(C)O.CC(C)O.CC(C)O", "charge": 0, "e_lumo_ha": 0.00648, "elements": ["C", "C", "C", "O", "H", "H", "H", "H", "H", "H", "H", "H", "C", "C", "C", "O", "H", "H", "H", "H", "H", "H", "H", "H", "C", "C", "C", "O", "H", "H", "H", "H", "H", "H", "H", "H", "C", "C", "C", "O", "H", "H", "H", "H", "H", "H", "H", "H", "C", "C", "C", "O", "H", "H", "H", "H", "H", "H", "H", "H", "C", "C", "C", "O", "H", "H", "H", "H", "H", "H", "H", "H", "C", "C", "C", "O", "H", "H", "H", "H", "H", "H", "H", "H", "C", "C", "C", "O", "H", "H", "H", "H", "H", "H", "H", "H", "C", "C", "C", "O", "H", "H", "H", "H", "H", "H", "H", "H", "C", "C", "C", "O", "H", "H", "H", "H", "H", "H", "H", "H", "C", "C", "C", "O", "H", "H", "H", "H", "H", "H", "H", "H", "C", "C", "C", "O", "H", "H", "H", "H", "H", "H", "H", "H"], "coordinates": [[-0.02309, -1.49231, -0.57477], [0.21348, 0.00559, -0.92776], [0.68276, 0.84074, 0.27958], [1.22537, 0.16146, -1.86723], [-0.61988, -1.96546, -1.35456], [-0.47651, -1.65768, 0.40254], [0.86577, -2.12315, -0.56671], [-0.70312, 0.42092, -1.34662], [-0.04107, 0.69114, 1.08070], [0.87677, 1.90278, 0.12956], [1.62696, 0.39189, 0.58801], [1.87729, -0.42986, -1.48390], [0.12959, -2.11682, -4.68359], [-1.01232, -1.18309, -5.26545], [-2.24828, -0.92423, -4.35436], [-0.43466, -0.01726, -5.71688], [0.92231, -2.32401, -5.40246], [-0.24871, -3.07500, -4.32739], [0.63547, -1.63687, -3.84584], [-1.37499, -1.71813, -6.14313], [-2.80245, -1.83905, -4.14431], [-2.88677, -0.19553, -4.85381], [-2.02884, -0.59929, -3.33733], [-0.11086, 0.42985, -4.93149], [0.66015, 1.18357, 4.52683], [0.45638, 0.82598, 6.01186], [-0.83207, 1.45476, 6.57909], [0.47426, -0.50436, 6.27547], [0.65132, 2.26815, 4.41866], [-0.11689, 0.79195, 3.87039], [1.64810, 0.86969, 4.18988], [1.26546, 1.27996, 6.58404], [-1.00653, 1.08492, 7.58947], [-1.77631, 1.18603, 6.10547], [-0.76643, 2.54223, 6.61369], [1.07841, -0.95412, 5.68023], [-1.58568, 3.73110, 1.68527], [-1.87773, 4.40945, 3.02232], [-2.99130, 3.73688, 3.79713], [-0.73272, 4.42853, 3.80195], [-2.43025, 3.43353, 1.06377], [-1.12181, 2.74721, 1.75512], [-0.87424, 4.36200, 1.15243], [-2.26822, 5.39890, 2.78444], [-3.28454, 4.36656, 4.63713], [-2.74625, 2.76689, 4.22975], [-3.85300, 3.50399, 3.17156], [-0.97432, 4.95046, 4.57059], [3.23058, 0.40992, -5.14857], [2.56035, 1.26597, -6.21929], [3.54242, 2.15549, -6.97767], [2.02818, 0.39311, -7.22543], [2.43634, 0.13057, -4.45628], [4.02701, 0.94932, -4.63590], [3.76772, -0.46196, -5.52192], [1.78590, 1.91984, -5.81834], [3.08807, 2.62419, -7.85059], [4.42555, 1.59650, -7.28704], [3.90424, 2.89978, -6.26829], [2.80497, -0.00861, -7.62143], [-3.04171, 0.04965, 3.01181], [-3.93018, -1.16734, 2.66780], [-4.97902, -1.45569, 3.74596], [-4.48420, -0.85883, 1.44894], [-2.69925, -0.03960, 4.04275], [-3.56722, 1.00196, 2.94081], [-2.19811, 0.05711, 2.32159], [-3.27057, -2.01792, 2.49597], [-4.53681, -1.99471, 4.58382], [-5.81678, -2.00814, 3.32044], [-5.35148, -0.54253, 4.21016], [-4.88586, 0.01079, 1.51251], [5.33988, -1.59630, -2.38079], [4.67417, -0.88316, -1.19605], [4.52189, 0.65670, -1.45707], [3.39843, -1.50345, -1.08418], [4.78469, -1.53009, -3.31647], [5.59234, -2.65083, -2.26976], [6.26583, -1.07042, -2.61356], [5.26514, -1.08819, -0.30341], [4.11570, 1.17146, -0.58638], [3.94028, 0.79558, -2.36842], [5.49973, 1.09082, -1.66557], [3.42898, -2.40255, -0.74908], [1.72952, 3.24780, -3.05720], [0.32064, 3.03973, -3.47090], [-0.10169, 3.76154, -4.72112], [0.09782, 1.66047, -3.71747], [1.85188, 2.76111, -2.08959], [1.87525, 4.31798, -2.91024], [2.50828, 2.75366, -3.63807], [-0.37608, 3.34289, -2.68938], [-0.04856, 4.83378, -4.53245], [-1.12624, 3.52042, -5.00444], [0.50979, 3.62432, -5.61295], [0.55445, 1.09833, -3.08732], [2.12311, 5.33127, -0.14187], [2.09245, 6.72583, 0.48021], [0.73781, 7.14574, 1.07133], [3.08032, 6.73282, 1.42960], [2.98438, 5.21534, -0.79981], [1.23306, 5.14260, -0.74214], [2.15949, 4.56474, 0.63220], [2.31562, 7.44575, -0.30719], [0.37640, 6.50632, 1.87669], [0.01822, 7.28024, 0.26374], [0.78035, 8.12516, 1.54780], [2.80106, 6.08382, 2.07952], [-1.72361, -5.10909, 2.06296], [-0.81071, -6.31976, 1.58272], [-1.19533, -7.61684, 2.21931], [-1.06779, -6.33977, 0.21513], [-2.75508, -5.20228, 1.72313], [-1.29367, -4.16490, 1.72865], [-1.79304, -5.02753, 3.14769], [0.25846, -6.20445, 1.76071], [-0.95040, -7.63399, 3.28129], [-0.67172, -8.50018, 1.85373], [-2.26836, -7.80303, 2.26461], [-1.87927, -6.81099, 0.01248], [-5.56521, -4.83865, -0.42145], [-4.62411, -3.66274, -0.26033], [-3.49710, -3.54176, -1.25953], [-5.33721, -2.47468, -0.55710], [-5.09441, -5.76041, -0.07969], [-5.89862, -4.96445, -1.45156], [-6.41078, -4.60960, 0.22713], [-4.26550, -3.56309, 0.76416], [-2.93316, -2.61386, -1.16427], [-3.82527, -3.68100, -2.28958], [-2.72113, -4.29105, -1.10293], [-5.04483, -1.82244, 0.08377], [0.84115, -2.79748, 3.11997], [2.25651, -2.75243, 3.62310], [3.18087, -1.84209, 2.86358], [2.33798, -2.33345, 4.97309], [0.75480, -3.26650, 2.13984], [0.40381, -1.80064, 3.06371], [0.17514, -3.37018, 3.76537], [2.63758, -3.77318, 3.59217], [4.23505, -1.75157, 3.12552], [2.81392, -0.81659, 2.82117], [3.24075, -2.21084, 1.83960], [3.28569, -2.29950, 5.12247]], "lowdin_charge": [-0.01, -0.44, -0.02, -0.09, 0.06, 0.06, 0.07, 0.13, 0.05, 0.07, 0.07, 0.05, -0.03, -0.47, -0.04, -0.05, 0.07, 0.07, 0.05, 0.13, 0.06, 0.08, 0.05, 0.03, -0.04, -0.52, -0.05, -0.02, 0.06, 0.06, 0.07, 0.13, 0.07, 0.06, 0.07, 0.05, -0.04, -0.52, -0.06, -0.03, 0.08, 0.05, 0.06, 0.13, 0.08, 0.06, 0.08, 0.10, -0.05, -0.47, -0.06, -0.06, 0.06, 0.07, 0.08, 0.10, 0.08, 0.08, 0.07, 0.08, -0.04, -0.49, -0.03, -0.05, 0.08, 0.07, 0.07, 0.13, 0.08, 0.08, 0.08, 0.11, -0.06, -0.43, -0.02, -0.09, 0.07, 0.08, 0.08, 0.13, 0.08, 0.05, 0.08, 0.10, -0.04, -0.48, -0.04, -0.08, 0.06, 0.08, 0.08, 0.14, 0.08, 0.09, 0.08, 0.03, -0.06, -0.52, -0.05, -0.03, 0.08, 0.06, 0.08, 0.14, 0.06, 0.08, 0.08, 0.09, -0.04, -0.48, -0.08, -0.06, 0.06, 0.05, 0.07, 0.13, 0.08, 0.08, 0.08, 0.09, -0.04, -0.50, -0.05, -0.08, 0.07, 0.08, 0.08, 0.11, 0.06, 0.08, 0.06, 0.03, -0.04, -0.49, -0.05, -0.05, 0.07, 0.08, 0.08, 0.14, 0.09, 0.07, 0.07, 0.10]}


[2]
{"formula": "C4H9BN2", "method": "ωB97M-V/def2-TZVPD", "orbital_gap_ha": 0.3135, "charge": 0, "e_lumo_ha": 0.02684, "elements": ["B", "C", "C", "C", "C", "N", "N", "H", "H", "H", "H", "H", "H", "H", "H", "H"], "coordinates": [[0.14408, 1.38940, -0.15201], [2.54202, 0.22091, 0.13987], [1.57331, -0.90743, -0.27219], [-1.57456, -0.78349, 0.00749], [-2.54617, 0.35265, 0.21076], [1.09369, 0.42432, -0.09912], [-1.44925, 0.31322, -0.83275], [-0.03165, 2.57398, -0.01870], [2.88886, 0.31897, 1.24837], [3.24452, 0.42855, -0.58410], [1.91909, -1.21801, -1.30865], [1.12279, -1.60630, 0.30634], [-0.79280, -1.16668, 0.66221], [-2.21946, -1.58641, -0.37937], [-3.58577, 0.22679, 0.01473], [-2.32871, 1.01953, 1.05713]], "nbo_charge": [0.80, -0.22, -0.19, -0.28, -0.29, -0.70, -0.58, -0.05, 0.21, 0.20, 0.21, 0.21, 0.16, 0.17, 0.19, 0.17]}


| no. | calculated total energy (eV) |
| --- | --- |
| 1 | -63456.49823 |
| 2 | -7946.10897 |